Entry from the OMol25 dataset: a gas-phase ion, C5H11O (charge +1) in a non-equilibrium geometry (ωB97M-V/def2-TZVPD).

E = -271.8236 Eh
total charge = +1
HOMO-LUMO gap (alpha / beta) = 0.3574 / 0.4259 Ha
spin multiplicity = 3
<S²> = 2.0064
energy relative to the best compared isomer or geometry (same formula, charge and spin) = 20.12 kcal per mole

Element x y z (Å)
C: -1.0360 -0.3513 1.2407
C: 1.1076 0.5699 -0.3864
C: -0.6950 0.2314 2.5661
C: 1.2843 0.5764 -1.8197
C: -0.8525 -0.7038 -1.0805
O: -0.2142 -0.1628 0.1096
H: -1.4790 -1.3230 0.9387
H: 1.3110 1.4523 0.3306
H: -1.5337 0.1588 3.2361
H: -0.4032 1.1926 2.3108
H: 0.1417 -0.3048 3.0033
H: 2.1812 1.0729 -1.8314
H: 0.4779 1.0122 -2.3314
H: 1.3688 -0.4577 -2.1597
H: -1.5588 -1.4367 -0.7735
H: -1.2003 0.0951 -1.8530
H: -0.0765 -1.1887 -1.8151

=====

Entry from the OMol25 dataset: 2 unconnected molecules or ions with the total composition C5H11O2 in a non-equilibrium geometry (ωB97M-V/def2-TZVPD).

E = -347.6275 Eh
total charge = -1
HOMO-LUMO gap = 0.2823 Ha
energy relative to the best compared isomer or geometry (same formula, charge and spin) = 13.89 kcal per mole

Element x y z (Å)
C: -1.3253 1.6683 -3.0990
C: -0.8532 1.4183 -1.6484
H: -0.5303 2.2177 -3.6185
H: -1.2581 0.7282 -3.6133
H: -2.2778 2.1833 -3.2171
H: 0.1743 1.7179 -1.5074
H: -0.7728 0.3477 -1.4497
H: -1.4599 1.8086 -0.8284
C: -0.0834 -1.4846 0.9155
C: -1.3572 -0.8608 1.4862
C: 1.1965 -0.6405 1.0608
O: 1.0659 0.4731 0.4643
O: 2.1835 -1.0550 1.6873
H: -0.0766 -2.5183 1.3031
H: -0.1392 -1.7178 -0.1608
H: -1.3672 0.2074 1.2547
H: -1.3055 -0.9456 2.5814
H: -2.2471 -1.4251 1.1938

=====

Entry from the OMol25 dataset: 2 unconnected molecules or ions with the total composition C5H11O2 in a non-equilibrium geometry (ωB97M-V/def2-TZVPD).

E = -347.6267 Eh
total charge = -1
HOMO-LUMO gap = 0.2803 Ha
energy relative to the best compared isomer or geometry (same formula, charge and spin) = 14.40 kcal per mole

Element x y z (Å)
C: 2.2215 0.2847 0.6769
C: 1.3218 -0.9612 1.2237
O: 1.5382 -1.2847 2.3820
O: 0.6002 -1.4688 0.3228
H: 1.7408 1.0740 0.1137
H: 3.0107 -0.2102 0.1066
H: 2.6851 0.6437 1.6005
C: -2.0022 0.7984 -1.8804
C: -1.1576 2.0267 -1.5426
C: -2.0119 -0.0840 -0.6049
H: -3.0362 1.0874 -2.1164
H: -1.6467 0.2305 -2.7338
H: -0.1130 1.7256 -1.5970
H: -1.3983 2.5498 -0.6208
H: -0.9722 -0.3065 -0.3701
H: -2.7205 0.1929 0.1691
H: -1.2697 2.8320 -2.2877
H: -2.3688 -1.1103 -0.8300

=====

Entry from the OMol25 dataset: 2 unconnected molecules or ions with the total composition C5H11O2 in a non-equilibrium geometry (ωB97M-V/def2-TZVPD).

E = -347.5923 Eh
total charge = -1
HOMO-LUMO gap = 0.2739 Ha
energy relative to the best compared isomer or geometry (same formula, charge and spin) = 36.02 kcal per mole

Element x y z (Å)
C: 2.5187 -0.7077 1.0249
C: 1.7638 -1.3404 -0.2268
H: 3.2773 -1.1343 1.6397
H: 3.0277 0.1145 0.4907
H: 1.7679 -0.2388 1.7437
H: 1.4578 -2.3892 -0.0341
H: 2.5640 -1.6080 -0.8691
H: 1.0682 -0.5712 -0.6052
C: -2.2395 1.0149 -0.2423
C: -1.1573 1.3827 -1.1795
C: -1.9683 -0.2464 0.8172
O: -1.5027 -1.2485 0.2330
O: -2.4459 -0.0943 1.8974
H: -2.6439 1.7333 0.4659
H: -3.0677 0.6647 -0.8721
H: -0.5519 2.3513 -0.8542
H: -1.4695 1.7033 -2.1138
H: -0.3989 0.6142 -1.3152

=====

Entry from the OMol25 dataset: 2 unconnected molecules or ions with the total composition C5H11O2 in a non-equilibrium geometry (ωB97M-V/def2-TZVPD).

E = -347.6298 Eh
total charge = -1
HOMO-LUMO gap = 0.2980 Ha
energy relative to the best compared isomer or geometry (same formula, charge and spin) = 12.45 kcal per mole

Element x y z (Å)
C: -1.0248 1.5848 -2.4659
C: -1.1312 0.1396 -3.0706
H: -1.9753 1.9577 -2.1046
H: -0.2096 1.5029 -1.7600
H: -0.7922 2.2526 -3.3046
H: -1.0083 -0.5226 -2.2137
H: -0.3824 -0.0153 -3.8430
H: -2.1137 -0.0354 -3.5147
C: 0.9114 -0.1916 2.2033
C: 2.2646 -0.6744 1.5961
C: -0.1463 -0.3409 1.0451
O: -0.4450 -1.5165 0.7415
O: -0.5095 0.7166 0.4927
H: 0.6498 -0.8639 3.0151
H: 0.9414 0.8769 2.3975
H: 3.0057 -0.5747 2.3981
H: 2.4351 -0.1313 0.6804
H: 2.1977 -1.7632 1.5498

=====

Entry from the OMol25 dataset: a gas-phase ion, C5H11O2 (charge -1) in a non-equilibrium geometry (ωB97M-V/def2-TZVPD).

E = -347.5510 Eh
total charge = -1
HOMO-LUMO gap = 0.1985 Ha
energy relative to the best compared isomer or geometry (same formula, charge and spin) = 61.90 kcal per mole
SMILES string = [O-]CCCCCO

Element x y z (Å)
C: -1.5304 0.2831 -1.7821
O: -1.5622 0.3266 -3.1154
C: -0.0798 0.2984 -1.1469
C: 0.2742 -0.9336 -0.3322
C: 1.1087 -0.7081 0.9423
C: 0.5459 0.3359 1.8835
O: 1.2058 0.2882 3.1618
H: -2.0329 -0.6362 -1.3629
H: -2.0509 1.1334 -1.2745
H: 0.0160 1.1956 -0.5524
H: 0.6152 0.3840 -1.9901
H: -0.6424 -1.4062 0.0510
H: 0.7905 -1.7247 -0.8788
H: 2.1325 -0.3937 0.6974
H: 1.1226 -1.6475 1.5155
H: -0.5113 0.1717 2.1094
H: 0.7011 1.3331 1.4660
H: 2.1362 0.0740 3.0094

=====

Entry from the OMol25 dataset: 2 unconnected molecules or ions with the total composition C5H11O2 in a non-equilibrium geometry (ωB97M-V/def2-TZVPD).

E = -347.6129 Eh
total charge = -1
HOMO-LUMO gap = 0.2763 Ha
energy relative to the best compared isomer or geometry (same formula, charge and spin) = 23.05 kcal per mole

Element x y z (Å)
C: 1.0297 0.2491 -1.8630
C: 2.4937 -0.0330 -1.7505
H: 0.7515 0.1435 -2.9791
H: 0.3597 -0.3938 -1.2869
H: 0.7408 1.2853 -1.5327
H: 3.1668 0.6871 -2.3029
H: 2.6787 -1.0130 -2.3200
H: 2.8058 -0.1980 -0.7018
C: -1.1490 0.1000 1.0791
C: -2.4464 0.5118 1.6731
C: -0.3074 -1.0715 1.7062
O: -0.6619 -2.2166 1.5177
O: 0.7596 -0.7231 2.2812
H: -1.2901 -0.2430 0.0039
H: -0.4182 1.0140 1.0444
H: -3.3449 -0.1844 1.4374
H: -2.6730 1.3981 1.2456
H: -2.4954 0.6874 2.7484

=====

Entry from the OMol25 dataset: a gas-phase ion, C5H11O2 (charge -1) in a non-equilibrium geometry (ωB97M-V/def2-TZVPD).

E = -347.5220 Eh
total charge = -1
HOMO-LUMO gap = 0.2017 Ha
energy relative to the best compared isomer or geometry (same formula, charge and spin) = 80.13 kcal per mole
SMILES string = [O-]CCCCCO

Element x y z (Å)
C: -1.8552 1.1585 -0.4195
O: -2.4784 2.2708 0.0563
C: -1.2484 0.2114 0.7144
C: -0.3665 -0.9386 0.2077
C: 0.7267 -0.5467 -0.8124
C: 2.0350 -1.3106 -0.4625
O: 2.8176 -0.6573 0.5600
H: -1.0327 1.5564 -1.0390
H: -2.4767 0.4222 -0.9902
H: -2.1047 -0.2175 1.2504
H: -0.7802 0.9386 1.3928
H: 0.2019 -0.9418 1.1461
H: -0.8770 -1.8737 0.0401
H: 1.0459 0.4857 -0.6363
H: 0.3116 -0.7685 -1.7989
H: 2.7366 -1.2533 -1.3021
H: 1.8721 -2.3053 -0.0472
H: 2.4600 -0.4364 1.4303

=====

Question: E of number 6 (C5H11O2)?
Answer: -347.5510 Eh

=====

Question: Which value of total charge does entry 3 give?
Answer: -1